{
  "formula": "C50H59BeBrCl3F7InLiNO2Si",
  "method": "ωB97M-V/def2-TZVPD",
  "species": ["C", "Si", "C", "C", "In", "C", "C", "C", "C", "C", "C", "C", "C", "C", "C", "C", "C", "N", "C", "C", "C", "C", "C", "C", "C", "C", "C", "C", "C", "C", "F", "F", "C", "F", "F", "C", "F", "F", "F", "H", "H", "H", "H", "H", "H", "H", "H", "H", "H", "H", "H", "H", "H", "H", "H", "H", "H", "H", "H", "H", "H", "H", "H", "H", "H", "H", "H", "H", "H", "H", "H", "H", "H", "H", "H", "H", "H", "H", "H", "H", "H", "H", "H", "Li", "C", "Cl", "Cl", "Cl", "H", "Be", "C", "C", "C", "C", "C", "C", "H", "H", "H", "H", "H", "H", "C", "C", "C", "C", "C", "C", "C", "O", "C", "C", "C", "C", "C", "C", "C", "O", "H", "H", "H", "H", "H", "H", "H", "H", "Br"],
  "xyz": [[1.4843, -0.7334, 2.9920], [0.3789, -2.2329, 2.4742], [-0.8134, -2.5574, 3.9226], [1.5098, -3.6972, 2.0166], [-1.1284, -1.5086, 0.4611], [0.2172, -0.1513, -0.7780], [1.6798, -0.8185, -0.6893], [2.6024, -0.4621, -1.9228], [3.7192, -1.6029, -2.1032], [5.1065, -1.1582, -1.4221], [6.0357, -0.6202, -2.5771], [7.5874, -0.5427, -2.2426], [8.0040, -0.9743, -0.7850], [7.6250, 0.0499, 0.3629], [7.1916, 1.4745, -0.1272], [6.8051, 2.3470, 1.1387], [6.1713, 3.7161, 0.6849], [4.8023, 3.3905, 0.2183], [4.3448, 3.6560, -1.0954], [2.9813, 3.1510, -1.1817], [2.5874, 2.5756, 0.1590], [3.7996, 2.7885, 0.9857], [-2.8800, -0.4540, 1.3845], [-3.8803, 0.1375, 0.3724], [-4.5433, -0.5864, -0.7245], [-5.5218, 0.0692, -1.6179], [-5.8128, 1.5013, -1.4121], [-5.1888, 2.2834, -0.3317], [-4.2301, 1.5844, 0.5466], [-1.6853, -3.4235, -0.6593], [-3.0436, -3.6791, -0.3034], [-0.9652, -4.5526, -0.2296], [-1.6726, -3.2265, -2.2237], [-2.8023, -3.8824, -2.7431], [-1.8072, -1.9053, -2.6181], [-0.4146, -3.8405, -2.9702], [-0.2234, -3.0791, -4.1221], [-0.6865, -5.1085, -3.4353], [0.7578, -3.7693, -2.2762], [1.6646, -0.8733, 4.1024], [2.4992, -0.7791, 2.5070], [0.9865, 0.2572, 2.7865], [-1.8116, -2.9399, 3.5515], [-1.0477, -1.5458, 4.3822], [-0.3841, -3.1826, 4.7499], [1.1127, -4.6904, 2.3468], [1.5914, -3.7049, 0.8847], [2.5504, -3.4854, 2.3895], [0.3331, 0.8528, -0.2630], [-0.1352, -0.0414, -1.8354], [2.2353, -0.4876, 0.2386], [1.5410, -1.9337, -0.5878], [1.9792, -0.3541, -2.8475], [3.1819, 0.4709, -1.6555], [3.3999, -2.5581, -1.5830], [3.8689, -1.8946, -3.1805], [5.4830, -2.0696, -0.8933], [4.8736, -0.3095, -0.7237], [5.6638, 0.4123, -2.8564], [5.9138, -1.2360, -3.5171], [8.1092, -1.2680, -2.9400], [8.0112, 0.4736, -2.5181], [9.1335, -1.0710, -0.7844], [7.6082, -1.9925, -0.5200], [6.8303, -0.4345, 0.9998], [8.5301, 0.1505, 1.0372], [8.0610, 1.9694, -0.6613], [6.2769, 1.3586, -0.7754], [7.7222, 2.4920, 1.7831], [6.1073, 1.7093, 1.7475], [6.1928, 4.5213, 1.4721], [6.7374, 4.0597, -0.2501], [4.9259, 4.1562, -1.9085], [2.2951, 3.1567, -2.0629], [1.6405, 2.0688, 0.5285], [3.9885, 2.5038, 2.0432], [-3.4556, -1.1762, 2.0436], [-2.5113, 0.3569, 2.0691], [-4.3182, -1.6626, -0.9122], [-5.9760, -0.5481, -2.4259], [-6.5254, 2.0156, -2.1018], [-5.4091, 3.3701, -0.1703], [-3.7550, 2.1997, 1.3525], [7.6856, 5.3809, -0.2554], [1.0610, -8.0286, -4.5630], [2.7540, -7.5650, -4.7802], [0.3530, -8.5359, -6.1002], [0.9178, -9.3132, -3.3577], [0.5137, -7.1623, -4.2047], [9.0306, 2.9459, -1.7181], [2.3870, 7.1301, -5.0822], [3.5481, 7.8757, -4.9167], [4.2566, 7.8038, -3.7235], [3.8083, 6.9778, -2.6988], [2.6491, 6.2291, -2.8658], [1.9359, 6.3083, -4.0555], [1.8330, 7.1892, -6.0116], [3.9005, 8.5143, -5.7183], [5.1585, 8.3912, -3.5922], [4.3634, 6.9177, -1.7677], [2.3012, 5.5851, -2.0674], [1.0291, 5.7290, -4.1836], [-11.6080, 1.2335, 4.6822], [-11.8660, 0.1757, 5.5502], [-11.0586, -0.9524, 5.5310], [-9.9961, -1.0329, 4.6350], [-9.7523, 0.0174, 3.7485], [-10.5544, 1.1551, 3.7829], [-8.6539, -0.0743, 2.7542], [-8.4385, 0.8421, 1.9840], [-7.8290, -1.3071, 2.7108], [-6.8319, -1.4330, 1.7469], [-6.0456, -2.5776, 1.7064], [-6.2470, -3.5958, 2.6349], [-7.2432, -3.4766, 3.5935], [-8.0429, -2.3371, 3.6284], [-9.1280, -2.2363, 4.6353], [-9.3069, -3.1271, 5.4438], [-12.2341, 2.1181, 4.7045], [-12.6972, 0.2331, 6.2436], [-11.2602, -1.7711, 6.2119], [-10.3609, 1.9787, 3.1057], [-6.6684, -0.6421, 1.0235], [-5.2730, -2.6767, 0.9523], [-5.6281, -4.4857, 2.6069], [-7.3993, -4.2738, 4.3109], [0.8262, 3.3982, 1.5656]],
  "forces_ev_per_angstrom": [[0.22, -0.09, 0.08], [1.17, 0.12, 1.74], [-0.93, 0.78, 0.16], [0.09, 0.07, -1.09], [-0.40, 1.12, -1.30], [1.74, 0.08, 1.03], [-0.50, 0.23, -0.52], [0.65, -1.27, 0.60], [-0.08, 0.11, 0.70], [-1.05, -0.32, -1.65], [0.32, 0.36, 0.08], [0.12, -0.86, -0.29], [0.78, 0.49, -0.15], [0.49, -0.47, 0.13], [-0.85, -0.88, 1.54], [1.17, -0.27, -0.35], [-0.40, -1.23, -0.04], [-0.92, 0.55, -0.41], [-3.38, -1.43, 0.25], [1.38, 0.26, 1.52], [4.04, 1.09, -0.72], [-0.87, -0.31, -1.45], [-1.90, 0.00, 0.76], [-0.83, 1.78, -0.84], [-0.66, 1.71, -0.16], [1.74, 1.30, 2.38], [0.86, -0.78, 0.79], [0.99, -3.09, -0.08], [-1.02, -0.31, -1.85], [-0.69, 0.67, 0.65], [1.51, 0.06, -0.48], [-0.77, 0.94, -1.07], [-1.37, -1.48, -0.42], [1.63, 0.90, 0.30], [0.31, -1.54, 1.11], [0.18, 0.60, -2.31], [-0.07, -1.06, 1.60], [0.84, 1.66, 1.40], [-1.67, -0.51, -0.64], [-0.32, 0.32, -1.06], [-1.04, 0.15, 0.29], [0.62, -0.93, 0.34], [1.14, 0.06, 0.61], [0.27, -1.04, -0.53], [-0.40, 0.29, -0.91], [0.45, 0.89, -0.23], [-0.04, -0.24, 1.20], [-1.01, -0.33, -0.11], [-0.74, -0.97, -0.79], [0.29, -0.10, 0.96], [-0.80, -0.32, -0.76], [0.48, 0.99, -0.39], [0.63, 0.08, 0.80], [-0.95, -0.64, -0.72], [0.07, 1.11, -0.59], [-0.05, 0.49, 1.03], [0.09, 1.07, -0.35], [0.34, -0.98, -0.23], [0.29, -1.03, 0.27], [0.05, 0.53, 1.17], [-0.48, 0.87, 0.77], [-0.41, -0.95, 0.42], [-1.22, 0.03, -0.06], [0.35, 1.04, -0.43], [0.53, 0.84, -0.64], [-1.01, 0.00, -0.62], [-1.25, -0.78, 0.63], [1.12, 0.44, 0.26], [-0.87, 0.03, -0.68], [0.43, 1.03, -0.53], [-0.21, -0.71, -0.53], [-1.12, -1.12, 0.85], [-0.42, -0.60, 1.13], [1.00, 0.09, 0.90], [1.81, -0.69, -1.41], [-0.27, 0.39, -1.05], [0.81, 0.53, -0.74], [-0.21, -0.71, -0.76], [-0.12, 1.01, 0.27], [0.31, 0.84, 0.75], [0.69, -0.57, 0.71], [0.17, -1.31, -0.25], [-0.38, -0.90, -0.76], [0.59, 0.42, -0.17], [-0.04, -0.08, -0.03], [-0.07, 0.04, 0.03], [0.03, 0.07, 0.10], [-0.01, 0.11, -0.04], [0.08, -0.11, -0.05], [0.37, 0.86, -0.40], [0.03, -0.02, 0.05], [-0.01, 0.00, 0.00], [0.03, -0.06, 0.03], [0.00, -0.03, -0.17], [-0.02, -0.01, 0.03], [0.07, 0.04, -0.03], [0.03, 0.00, 0.05], [-0.03, -0.02, 0.05], [-0.05, 0.00, -0.03], [-0.07, 0.04, 0.03], [-0.01, 0.10, -0.02], [0.04, 0.04, 0.02], [0.08, -0.08, -0.03], [0.10, -0.03, -0.06], [-0.18, 0.09, 0.11], [-0.12, 0.20, -0.05], [-0.14, -0.02, 0.16], [-0.17, 0.11, 0.07], [0.10, 0.53, -0.43], [-0.01, -0.11, 0.10], [0.12, -0.24, 0.00], [0.18, -0.11, -0.10], [-0.13, 0.09, 0.12], [-0.07, 0.09, 0.03], [0.16, -0.12, -0.08], [0.16, 0.01, -0.16], [-0.14, -0.51, 0.48], [0.04, 0.12, -0.11], [0.04, -0.06, -0.01], [0.06, -0.01, -0.04], [0.15, -0.01, -0.11], [0.10, -0.16, -0.02], [-0.12, 0.03, 0.13], [-0.06, -0.01, 0.04], [-0.05, 0.05, -0.01], [-0.12, 0.15, 0.00], [-1.40, 1.40, 1.31]],
  "mulliken_charge": [-0.94, 0.53, -1.01, -0.89, 0.84, -0.79, 0.73, 0.35, -1.12, 0.12, -0.70, -0.19, -0.78, -0.82, 1.04, -1.03, -0.75, 0.37, -0.34, -1.00, 0.51, -0.67, -1.02, 1.04, 0.11, -0.91, -0.47, -0.66, -0.68, 0.06, -0.25, -0.29, 0.91, -0.33, -0.26, 0.47, -0.28, -0.27, -0.17, 0.44, 0.18, 0.18, 0.22, 0.27, 0.40, 0.35, 0.11, 0.36, -0.05, 0.52, -0.46, -0.35, 0.66, -0.79, 0.30, 0.35, 0.40, -0.17, 0.11, 0.55, 0.42, -0.23, 0.37, 0.26, 0.33, 0.46, -0.38, 0.10, 0.42, 0.40, 0.83, -0.34, 0.42, 0.67, -0.24, 0.44, 0.24, 0.45, 0.26, 0.43, 0.35, 0.39, 0.30, 0.86, 0.68, -0.13, -0.12, -0.12, -0.27, -0.10, -0.38, -0.41, -0.39, -0.40, -0.35, -0.56, 0.37, 0.37, 0.35, 0.45, 0.61, 0.39, -0.49, -0.47, -0.53, 0.16, 0.13, -0.51, 0.47, -0.66, -0.09, -0.18, -0.07, -0.85, -0.69, 0.20, 0.64, -0.67, 0.40, 0.40, 0.46, 0.46, 0.51, 0.45, 0.47, 0.48, -0.28],
  "charge": 1,
  "spin_multiplicity": 1,
  "max_force_ha_per_bohr": 0.0825,
  "e_above_lowest_kcal_mol": 0.0,
  "orbital_gap_ev": 2.41,
  "e_homo_ev": -8.6,
  "e_tot_ha": -7300.7679
}